The following is a quantum chemistry calculation of a structure of composition C24H54F6KN3P in a non-equilibrium geometry, from the OMol25 dataset.

Summary:
Charge: +3
Gap between HOMO and LUMO, eV: 9.8
E_tot, hartree: -2650.87419
Multiplicity: 1

Positions of all 89 atoms, in Å:
K  0.140  -3.054  6.259
P  1.911  -0.300  2.435
F  2.435  -0.405  3.970
F  1.436  -1.839  2.462
F  0.483  0.029  3.095
F  1.053  -0.123  1.064
F  2.235  1.288  2.366
F  3.277  -0.775  1.691
C  -2.905  -2.445  -0.265
C  -2.023  -3.657  -0.761
C  -2.136  -4.925  0.053
N  -1.537  -6.137  -0.723
C  -2.200  -6.286  -2.146
C  -1.559  -7.399  0.182
C  -0.416  -7.255  1.228
C  0.595  -6.398  0.505
C  0.040  -6.165  -0.900
H  -2.847  -1.588  -0.935
H  -2.633  -2.158  0.751
H  -3.947  -2.703  -0.076
H  -0.974  -3.365  -0.721
H  -2.253  -3.742  -1.823
H  -3.179  -5.233  0.131
H  -1.518  -4.949  0.950
H  -1.780  -5.595  -2.877
H  -3.227  -6.042  -1.877
H  -2.285  -7.279  -2.588
H  -1.428  -8.221  -0.522
H  -2.522  -7.530  0.676
H  0.026  -8.229  1.435
H  -0.771  -6.769  2.137
H  1.539  -6.943  0.534
H  0.738  -5.416  0.956
H  0.421  -6.939  -1.566
H  0.439  -5.203  -1.220
C  -5.905  3.247  -0.149
C  -5.240  4.271  0.911
C  -4.666  3.469  2.104
N  -3.625  4.344  2.881
C  -2.210  4.157  2.193
C  -3.520  3.840  4.319
C  -2.993  4.987  5.138
C  -3.454  6.219  4.410
C  -4.025  5.802  3.066
H  -5.233  2.755  -0.852
H  -6.440  3.737  -0.962
H  -6.548  2.412  0.127
H  -6.084  4.858  1.274
H  -4.536  4.943  0.420
H  -4.013  2.660  1.777
H  -5.386  3.123  2.845
H  -1.747  3.172  2.247
H  -1.528  4.879  2.642
H  -2.394  4.405  1.148
H  -2.941  2.918  4.386
H  -4.531  3.658  4.685
H  -1.904  5.003  5.166
H  -3.262  5.064  6.192
H  -2.622  6.893  4.207
H  -4.057  6.688  5.187
H  -3.704  6.536  2.328
H  -5.111  5.880  3.110
C  2.730  -1.333  -4.513
C  3.305  -0.261  -3.571
C  4.456  0.632  -4.084
N  4.968  1.718  -3.131
C  3.858  2.617  -2.423
C  6.123  2.550  -3.843
C  6.984  3.135  -2.733
C  7.059  1.967  -1.800
C  5.793  1.053  -2.013
H  1.868  -1.779  -4.016
H  3.441  -2.151  -4.625
H  2.477  -0.953  -5.503
H  3.860  -0.733  -2.760
H  2.448  0.279  -3.168
H  4.182  1.274  -4.921
H  5.301  0.007  -4.374
H  3.189  1.884  -1.972
H  3.392  3.015  -3.324
H  4.250  3.394  -1.767
H  5.653  3.398  -4.340
H  6.636  1.915  -4.565
H  6.529  3.916  -2.124
H  7.935  3.564  -3.050
H  7.324  2.229  -0.776
H  7.939  1.330  -1.892
H  5.271  1.112  -1.058
H  6.080  0.052  -2.336